71
Properties=species:S:1:pos:R:3:mulliken_charge:R:1 method="wB97M-V/def2-TZVPD" e_above_lowest_kj_mol=18.3 homo_lumo_gap_ev=7.70 charge=+2 total_energy_ev=-281038.0362 e_lumo_ev=-6.0 e_homo_ev=-13.7
Ti 0.119 0.252 0.640 -0.2074
Cl -2.979 -4.854 2.622 -0.1490
C -2.351 -3.272 2.515 0.2664
C -2.208 -2.486 3.669 0.5170
Cl -2.682 -3.100 5.188 -0.1431
C -1.672 -1.204 3.583 0.2315
Cl -1.428 -0.214 4.955 -0.1526
C -1.322 -0.700 2.341 0.6427
O -0.741 0.552 2.174 -0.5439
C -1.502 -1.465 1.184 -0.7244
O -1.099 -0.901 -0.018 0.4641
C -1.977 -2.763 1.276 0.0926
Cl -2.087 -3.689 -0.170 -0.1745
C -2.937 6.104 1.851 -1.1866
Ge -3.404 4.478 0.905 0.6275
C -4.963 3.602 1.657 -1.2030
C -3.588 4.759 -1.016 -1.1265
C -1.883 3.210 1.260 -1.2259
Se -1.258 2.194 -0.282 0.4420
C -0.117 3.590 -1.000 -1.0972
H -3.733 6.842 1.739 0.3930
H -2.013 6.535 1.462 0.3763
H -2.810 5.897 2.914 0.3679
H -5.866 4.147 1.379 0.4022
H -4.897 3.582 2.745 0.3651
H -5.057 2.578 1.291 0.3645
H -4.629 4.982 -1.250 0.4229
H -3.304 3.867 -1.576 0.2783
H -2.978 5.599 -1.351 0.3562
H -2.211 2.473 1.992 0.4240
H -1.010 3.720 1.665 0.5249
H -0.628 4.528 -0.801 0.4529
H -0.013 3.453 -2.071 0.2521
H 0.850 3.565 -0.511 0.3536
C 0.423 -2.176 -3.915 -1.0321
C 0.629 -1.461 -2.561 -0.0947
N 0.021 -0.123 -2.575 0.1867
C 0.730 0.724 -3.537 -0.4546
C 0.793 0.043 -4.925 -0.8883
N -0.121 -1.153 -4.875 -0.0106
C -1.500 -0.731 -4.442 -0.9049
C -1.389 -0.246 -2.977 -0.2947
H -0.308 -2.981 -3.857 0.3856
H 1.345 -2.569 -4.335 0.3553
H 1.693 -1.354 -2.346 0.5355
H 0.172 -2.048 -1.767 -0.0713
H 1.738 0.920 -3.175 0.4202
H 0.209 1.678 -3.608 0.2995
H 1.787 -0.324 -5.174 0.3219
H 0.448 0.689 -5.730 0.3820
H -0.174 -1.565 -5.805 0.3184
H -2.156 -1.591 -4.553 0.3578
H -1.825 0.049 -5.127 0.3241
H -1.877 -0.939 -2.295 0.2663
H -1.876 0.722 -2.873 0.3974
C 2.358 0.777 3.243 -1.1209
Ge 2.753 -0.173 1.586 0.5405
C 1.868 -1.951 1.470 -1.1016
C 4.649 -0.522 1.506 -1.2027
C 1.947 0.907 0.091 -1.0417
H 2.535 0.124 4.098 0.3721
H 1.347 1.167 3.319 0.3697
H 3.056 1.613 3.305 0.3964
H 1.775 -2.383 2.466 0.4014
H 2.535 -2.575 0.875 0.4504
H 0.884 -2.052 0.999 0.3317
H 4.897 -1.072 2.415 0.3883
H 5.221 0.404 1.486 0.3920
H 4.911 -1.129 0.641 0.3916
H 2.357 0.587 -0.870 0.2359
H 2.243 1.942 0.271 0.7141